(1)
43
Properties=species:S:1:pos:R:3:forces:R:3:mulliken_spin:R:1 method="wB97M-V/def2-TZVPD" spin_multiplicity=2 e_lumo_ev="-9.091 / -10.578" s_squared=1.05 relative_energy_ev=0.0000 total_charge=+2 homo_lumo_gap_ev="5.857 / 3.999"
I 0.033783 2.890945 0.405572 0.0 -0.6 -0.2 -0.035
I -0.037767 -3.118887 0.153502 0.0 -0.8 0.3 0.794
Ce -0.000470 -0.126885 0.170471 0.1 1.9 -1.2 0.476
P -2.817655 -0.007556 -0.291772 -0.7 0.1 0.1 -0.169
C -3.598276 0.063422 1.359252 0.0 -0.1 0.3 -0.002
C -3.389808 1.420247 -1.255700 0.2 0.2 -0.2 -0.008
H -4.450535 1.342676 -1.541388 0.3 -0.1 0.2 -0.007
H -4.475221 -1.436558 -1.422927 0.4 0.0 0.2 -0.007
H -2.770543 1.477793 -2.160536 -0.2 0.0 0.1 0.001
H -2.801856 -1.623852 -2.050922 -0.2 0.1 0.1 0.001
H -3.274480 0.976361 1.885863 -0.2 -0.2 -0.3 0.000
H -3.216767 2.341081 -0.687517 -0.1 -0.2 -0.1 0.000
C -3.411103 -1.498787 -1.146097 0.2 -0.2 -0.1 -0.006
H -4.700595 0.042977 1.296785 0.5 0.0 0.0 -0.007
H -3.227367 -2.377899 -0.517229 -0.2 0.2 -0.1 -0.001
H -3.247884 -0.787873 1.967008 -0.2 0.2 -0.3 -0.004
P 2.826859 0.008748 -0.287588 0.9 0.2 0.1 -0.187
C 3.654565 0.097809 1.337241 -0.1 0.0 0.3 -0.002
C 3.412813 -1.482632 -1.146058 -0.2 -0.2 -0.1 -0.006
H 2.751422 1.487107 -2.163511 0.2 0.0 0.1 0.001
H 4.438248 1.361435 -1.561724 -0.3 -0.1 0.2 -0.008
H 3.209006 2.358778 -0.699997 0.1 -0.2 0.0 0.000
C 3.380121 1.436042 -1.265615 -0.2 0.2 -0.2 -0.009
H 2.806257 -1.604508 -2.052829 0.2 0.1 0.1 0.001
H 4.478497 -1.424714 -1.418427 -0.4 0.0 0.2 -0.008
H 4.753315 0.114658 1.243891 -0.4 0.0 0.0 -0.008
H 3.343380 -0.757622 1.958095 0.2 0.2 -0.3 0.000
H 3.224724 -2.361713 -0.518661 0.2 0.2 -0.1 -0.001
H 3.314077 1.001383 1.867858 0.2 -0.2 -0.3 -0.001
Cl 0.007977 -0.038549 -2.416347 0.0 -0.3 0.9 -0.023
C -0.975885 -0.950416 5.651343 -0.1 -0.2 0.1 0.000
N -0.881058 0.384075 5.068848 0.1 0.6 -0.4 0.019
C -1.284606 1.577627 5.648516 0.2 0.0 -0.5 0.023
C -1.005446 2.578819 4.758841 0.2 -0.8 -0.2 0.027
N -0.436880 1.976559 3.649855 -0.1 -0.6 0.1 0.018
C -0.359057 0.622981 3.840237 -0.7 1.6 1.1 -0.019
S 0.385497 -0.590946 2.929370 0.4 -0.7 -0.8 0.156
H -1.611326 -1.584257 5.030944 0.0 0.1 0.1 -0.001
H 0.010335 -1.409610 5.718038 0.0 0.1 0.0 0.001
H -1.409219 -0.859474 6.639579 0.0 0.0 0.1 0.000
H -1.733668 1.618981 6.628351 0.1 0.0 -0.1 0.001
H -1.136204 3.646979 4.824674 0.0 -0.1 0.0 0.001
H -0.188799 2.447257 2.751312 -0.1 -0.4 0.8 -0.001


(2)
83
Properties=species:S:1:pos:R:3:forces:R:3:mulliken_spin:R:1 method="wB97M-V/def2-TZVPD" spin_multiplicity=2 e_lumo_ev="2.624 / 2.566" s_squared=0.75 total_charge=-1 homo_lumo_gap_ev="1.662 / 8.680"
C 9.738561 13.445135 19.846157 -0.6 -0.7 -1.0 0.042
C 10.374354 14.594838 20.599959 -0.6 0.0 0.0 0.064
C 10.788532 15.489909 19.454008 1.5 0.5 -0.1 0.124
O 11.344218 14.603437 18.468870 -0.6 -0.7 0.4 -0.114
C 10.402470 13.485578 18.407185 0.1 1.0 1.2 0.080
H 8.665019 13.592879 19.728791 -0.1 0.2 0.0 0.003
H 9.806436 12.478108 20.344496 0.4 0.0 -0.1 -0.048
H 11.201747 14.227355 21.206980 0.4 0.3 -0.3 0.023
H 9.705285 15.078075 21.311946 -0.2 0.1 -0.1 -0.019
H 11.527212 16.226182 19.770803 0.6 -0.3 -0.1 0.012
H 10.062383 16.142491 18.969298 -0.9 -0.4 0.2 -0.040
H 10.894928 12.551448 18.137027 0.3 0.3 0.0 -0.004
H 9.665802 13.733269 17.642929 -0.2 -0.1 0.0 -0.017
C 17.029838 15.453325 25.389162 0.1 -0.5 -1.6 0.234
C 16.286965 15.806857 26.641558 0.2 0.8 1.5 0.115
C 15.429608 14.615140 27.034773 0.0 1.6 -0.7 0.118
O 16.059884 13.593708 26.366992 1.2 -3.7 -0.6 -0.100
C 16.658039 13.983692 25.088939 -1.8 2.1 1.3 0.015
H 18.092630 15.600872 25.581026 0.0 -0.2 -0.4 -0.183
H 16.735638 15.985654 24.484640 0.1 0.5 0.2 0.014
H 15.740754 16.749611 26.610641 0.1 0.0 0.0 -0.007
H 17.057244 15.832650 27.412346 -0.1 0.6 0.2 -0.040
H 14.395811 14.830593 26.764698 -0.4 -0.5 -0.6 0.040
H 15.377208 14.428938 28.107470 0.5 -0.2 0.0 0.013
H 15.801413 13.941705 24.416236 0.1 0.2 -0.5 0.000
H 17.477397 13.454523 24.602364 0.0 -0.8 1.1 -0.023
C 18.145648 21.951777 25.013410 1.2 0.7 -1.5 0.678
C 17.093422 21.050006 25.492587 -0.2 -3.5 0.0 -1.024
C 16.253779 21.658240 26.579213 0.8 1.5 -2.4 0.717
O 16.620445 23.050450 26.395513 0.9 2.0 0.5 -0.248
C 17.996732 23.213335 25.843001 -0.2 -2.6 0.6 0.104
H 18.026318 22.065747 23.935966 -0.2 0.6 -0.1 -0.505
H 19.138153 21.503073 25.054708 0.2 0.1 0.5 0.023
H 17.532955 20.132623 25.884162 0.1 -0.3 -0.1 0.222
H 16.529679 20.745032 24.610945 -0.4 -0.1 0.4 0.538
H 16.418074 21.228491 27.567359 0.0 0.4 0.1 -0.057
H 15.234612 21.574802 26.201807 -0.3 0.1 0.9 -0.266
H 18.773618 23.046148 26.589052 -0.3 0.5 0.9 -0.040
H 18.333723 24.093639 25.295649 -1.4 0.5 0.1 -0.046
C 16.011107 14.967221 21.090331 -0.6 -0.6 -0.9 -0.035
C 14.715092 15.767782 21.287395 0.3 -0.1 0.5 -0.283
N 14.966449 16.690735 22.403515 -0.2 -0.7 -0.7 -0.820
C 15.667623 17.856539 21.945746 0.9 1.0 0.6 -0.536
C 16.572277 18.450137 23.022315 -0.9 0.2 -0.3 -0.337
C 13.731989 17.098575 23.069984 0.7 0.5 -0.6 0.563
C 13.217093 15.979934 23.913205 -0.6 0.6 0.2 -0.295
H 16.023755 14.417440 20.149231 -0.4 -0.4 -0.1 0.019
H 16.100112 14.257392 21.912711 0.2 0.1 0.0 0.095
H 16.937037 15.530093 20.972301 -0.2 0.6 0.6 0.071
H 14.252162 16.205986 20.403204 0.9 1.0 -0.7 0.120
H 13.829983 15.163004 21.484636 0.5 -0.8 0.8 0.044
H 16.397041 17.775621 21.139821 -0.5 -1.1 -0.5 1.003
H 14.939909 18.592960 21.604843 -0.1 0.4 -0.1 -0.034
H 16.873252 19.394479 22.568728 0.6 0.2 0.5 -0.120
H 16.022588 18.631585 23.945911 0.1 0.1 0.1 0.071
H 17.407202 17.776120 23.213883 0.1 0.2 0.0 0.296
H 13.045810 17.449967 22.299398 -0.6 -0.1 -0.2 0.060
H 13.931493 18.001193 23.647547 0.1 -0.1 0.3 -0.036
H 13.980250 15.783081 24.666165 -0.1 -0.6 -0.1 0.414
H 12.949627 15.152982 23.255394 0.2 -0.4 0.5 0.025
H 12.316259 16.325237 24.420518 -0.1 -0.2 0.1 -0.263
C 17.748848 14.291693 17.117164 0.1 0.4 -0.8 -0.039
C 18.597212 15.337275 16.353265 -0.3 -0.8 1.4 0.047
N 17.990528 16.648412 16.273541 0.7 0.5 0.1 -0.041
C 17.536414 17.183465 17.567978 -0.3 0.5 0.6 0.142
C 18.553037 17.625927 18.672932 0.2 0.7 -1.6 0.792
C 19.004852 17.586465 15.723680 -1.4 0.6 -0.8 0.005
C 18.451638 19.004306 15.471201 0.4 0.6 0.0 0.133
H 18.202027 13.307111 17.001747 0.3 0.0 0.4 -0.045
H 16.766750 14.173399 16.659333 -0.2 0.3 0.1 -0.003
H 17.640045 14.580954 18.162427 0.0 -0.3 0.0 0.058
H 19.505911 15.466929 16.941095 0.7 -0.4 -0.1 -0.014
H 18.849199 14.920886 15.377956 0.0 0.4 -0.2 0.000
H 17.018340 18.079544 17.226303 -0.2 0.2 0.6 -0.025
H 16.791760 16.591524 18.100139 -0.1 -0.5 -0.7 0.046
H 19.389622 16.963908 18.896441 -0.4 -0.4 0.2 0.279
H 19.020504 18.512097 18.243636 0.3 0.2 0.3 -0.263
H 18.034476 17.986507 19.561286 0.0 -0.4 0.1 -0.377
H 19.364257 17.204090 14.768325 0.0 -0.3 0.1 -0.035
H 19.850964 17.778366 16.383503 0.3 -0.6 0.2 -0.033
H 18.659409 19.609302 16.353757 -0.4 0.1 0.1 0.018
H 17.415074 19.155610 15.169980 -0.2 -0.6 0.3 -0.009
H 18.998635 19.523355 14.684124 0.4 -0.3 -0.1 -0.057